(1)
Computed, not measured: a 2-piece molecular cluster, C5H7ClO overall at a distorted geometry, with the ωB97M-V functional and the def2-TZVPD basis.

## Properties
Maximum force (hartree/bohr): 0.07667
Highest occupied orbital energy (alpha / beta) (eV): -8.331 / -8.331
E_LUMO (alpha / beta) (eV): -0.8 / -0.8
DFT total energy (hartree): -729.95996
Frontier orbital gap (alpha / beta) (eV): 7.6 / 7.6

Element x y z (Å)
1 C -0.1075 -0.1896 -1.8989
2 C -0.0672 -0.2599 -0.7041
3 C -0.1697 -0.0889 -3.3527
4 C 0.0374 1.0752 2.2028
5 C 0.0053 -0.3778 1.8969
6 O 1.1329 -1.0596 2.1081
7 Cl -1.4777 -1.2275 2.1609
8 H 0.6396 -0.6690 -3.7980
9 H -1.1247 -0.4721 -3.7125
10 H -0.0649 0.9552 -3.6538
11 H 1.0045 1.4711 1.9012
12 H -0.7527 1.5994 1.6745
13 H -0.0892 1.2413 3.2765
14 H 1.0340 -1.9979 1.8994

Atom charges from the Löwdin analysis, given in e for atoms 1 to 5: -0.330 -0.007 -0.164 -0.095 -0.773



(2)
Computed, not measured: a 2-piece molecular cluster, C5H7ClO overall at a distorted geometry, with the ωB97M-V functional and the def2-TZVPD basis.

## Properties
Maximum force (hartree/bohr): 0.17684
<S²>: 2.01
Highest occupied orbital energy (alpha / beta) (eV): -5.418 / -10.038
E_LUMO (alpha / beta) (eV): 0.7 / -3.3
DFT total energy (hartree): -729.84471
Multiplicity: 3
Frontier orbital gap (alpha / beta) (eV): 6.1 / 6.7

Element x y z (Å)
1 C -0.8035 0.0804 -1.5172
2 C -0.4140 0.1007 -0.4010
3 C -1.2800 0.5605 -2.7738
4 C 0.5541 0.4396 2.3503
5 C 0.7224 -0.6039 1.2207
6 O 1.9879 -0.7455 0.6993
7 Cl -0.0102 -2.1751 1.7305
8 H -1.4233 -0.2887 -3.4251
9 H -2.1607 1.1398 -2.6468
10 H -0.5970 1.2297 -3.1273
11 H 1.1192 0.0395 3.2072
12 H 0.8242 1.3931 1.9905
13 H -0.5547 0.3878 2.5066
14 H 2.0356 -1.5579 0.1861

Atom charges from the Löwdin analysis, given in e for atoms 1 to 5: -0.059 0.137 -0.065 -0.117 -0.889



(3)
Computed, not measured: the molecule C5H7ClO2 at a distorted geometry, with the ωB97M-V functional and the def2-TZVPD basis.

## Properties
Maximum force (hartree/bohr): 0.10186
Highest occupied orbital energy (eV): -10.619
E_LUMO (eV): 0.8
DFT total energy (hartree): -805.28334
Frontier orbital gap (eV): 11.4

Element x y z (Å)
1 C 1.0606 -0.4903 0.0049
2 C -0.1375 -0.4387 1.0493
3 C -1.2708 0.4092 0.3796
4 C -0.5731 1.3090 -0.5350
5 C 0.5533 0.5285 -0.8958
6 H 1.1425 -2.6070 -0.3030
7 H 1.9703 -0.0319 0.5158
8 H -0.4268 -1.5869 1.0883
9 H 0.0496 0.0418 2.0258
10 H -1.7834 0.9994 1.0562
11 H -1.2581 1.8750 -1.1820
12 H 1.0083 0.5266 -1.8424
13 O 1.2659 -1.7983 -0.7098
14 O 0.8309 1.7867 -0.1617
15 Cl -2.4318 -0.5231 -0.4901

Atom charges from the Löwdin analysis, given in e for atoms 1 to 5: -0.247 -0.093 -0.717 -0.231 -0.270



(4)
Computed, not measured: the molecule C5H7ClOS at a distorted geometry, with the ωB97M-V functional and the def2-TZVPD basis.

## Properties
Maximum force (hartree/bohr): 0.13730
Highest occupied orbital energy (eV): -9.201
E_LUMO (eV): 0.6
DFT total energy (hartree): -1128.22096
Frontier orbital gap (eV): 9.8

Element x y z (Å)
1 C 1.1405 0.2797 -0.2314
2 C 0.8475 -1.1956 -0.4180
3 C -0.4461 -1.5421 -0.1930
4 C -1.2139 -0.1689 -0.2086
5 C -0.1758 0.9692 -0.4979
6 H 0.2399 -0.3203 1.9889
7 H 1.8425 0.8428 -0.8319
8 H 1.8631 -1.6703 -0.5313
9 H -0.9617 -2.6618 -0.0882
10 H -1.9101 -0.1199 -1.1589
11 H -0.2081 1.0125 -1.5657
12 H 0.2487 2.1470 0.8062
13 O -0.5253 2.3091 -0.0359
14 S 1.4648 0.1724 1.6997
15 Cl -2.2059 -0.0538 1.2660

Atom charges from the Löwdin analysis, given in e for atoms 1 to 5: -0.478 -0.197 -0.132 -0.657 -0.484



(5)
Computed, not measured: the molecule C5H7ClS2 at a distorted geometry, with the ωB97M-V functional and the def2-TZVPD basis.

## Properties
Maximum force (hartree/bohr): 0.08304
Highest occupied orbital energy (eV): -8.853
E_LUMO (eV): -0.5
DFT total energy (hartree): -1451.17231
Frontier orbital gap (eV): 8.3

Element x y z (Å)
1 C 1.4567 0.6569 0.7697
2 C 0.4734 -0.5027 0.5937
3 C -1.0047 -0.0905 0.1151
4 C -0.6816 -0.3043 -1.3698
5 C 0.5706 -1.0871 -0.9890
6 H 1.5655 1.1692 -0.2233
7 H 0.9972 1.5305 1.3626
8 H 2.5728 0.4958 1.4178
9 H -1.6355 -1.0219 0.4268
10 H -2.8945 1.7293 0.3930
11 H -0.4458 0.5540 -1.9356
12 H -1.5799 -0.9725 -1.6477
13 S -1.4849 1.4922 0.7040
14 S 1.5712 -2.0558 -1.6934
15 Cl 0.5193 -1.5934 2.0761

Atom charges from the Löwdin analysis, given in e for atoms 1 to 5: -0.176 -0.802 -0.743 -0.201 -0.793



(6)
Computed, not measured: the molecule C5H7ClS2 at a distorted geometry, with the ωB97M-V functional and the def2-TZVPD basis.

## Properties
Maximum force (hartree/bohr): 0.03037
Highest occupied orbital energy (eV): -8.629
E_LUMO (eV): -0.2
DFT total energy (hartree): -1451.23398
Frontier orbital gap (eV): 8.5

Element x y z (Å)
1 C -0.3953 1.0043 1.4038
2 C 0.0290 1.0086 -0.0719
3 C 1.9885 -1.0566 -0.1322
4 C -0.6875 0.2023 -1.1493
5 C -1.4314 -0.9142 -1.0334
6 H -1.4220 1.3903 1.5358
7 H -0.2751 -0.0095 1.8219
8 H 0.2900 1.6599 1.9829
9 H -0.0202 2.0650 -0.3924
10 H 1.0093 -1.6381 -0.2307
11 H -0.5185 0.5617 -2.1752
12 H -1.9214 -1.3627 -1.8904
13 S 1.8129 0.6671 -0.2338
14 S 3.4268 -1.7154 0.1612
15 Cl -1.8850 -1.8626 0.4037

Atom charges from the Löwdin analysis, given in e for atoms 1 to 5: -0.138 -0.635 -1.074 -0.210 -0.516



(7)
Computed, not measured: a 2-piece molecular cluster, C5H7F overall at a distorted geometry, with the ωB97M-V functional and the def2-TZVPD basis.

## Properties
Maximum force (hartree/bohr): 0.08072
Highest occupied orbital energy (alpha / beta) (eV): -8.327 / -7.866
E_LUMO (alpha / beta) (eV): -0.1 / 0.7
DFT total energy (hartree): -294.37485
Frontier orbital gap (alpha / beta) (eV): 8.3 / 8.5

Element x y z (Å)
1 C -1.1637 2.0630 0.8795
2 C -0.9753 1.0118 0.3326
3 C 0.2991 0.0133 -1.6075
4 C 0.7935 -1.1620 1.4471
5 C -0.6584 -0.0448 -0.4999
6 F 1.3960 -2.3572 1.1462
7 H -1.3275 2.8694 1.5660
8 H -0.2218 0.4349 -2.4975
9 H 1.2394 0.6021 -1.5305
10 H 0.5719 -1.0096 -1.9446
11 H 1.6113 -0.3841 1.4992
12 H -0.1171 -1.2539 1.9121
13 H -1.4473 -0.7831 -0.7027

Atom charges from the Löwdin analysis, given in e for atoms 1 to 5: 0.121 -0.214 -0.137 0.007 -0.218



(8)
Computed, not measured: C5H7F as an isolated structure at a distorted geometry, with the ωB97M-V functional and the def2-TZVPD basis.

## Properties
Maximum force (hartree/bohr): 0.03991
Highest occupied orbital energy (eV): -9.474
E_LUMO (eV): 1.1
DFT total energy (hartree): -294.50381
Frontier orbital gap (eV): 10.6

Element x y z (Å)
1 C -0.2664 1.2876 -0.2161
2 C 0.2050 0.1843 0.3206
3 C -1.6882 0.8000 -0.4960
4 C -1.0820 -0.5638 -0.0381
5 C 1.4220 -0.1448 1.0562
6 F -1.5969 -1.3323 1.0068
7 H 0.1503 2.2473 -0.3132
8 H -2.3360 1.1583 0.3253
9 H -2.2246 0.9699 -1.5085
10 H -0.8938 -1.1234 -0.9850
11 H 1.5900 0.6919 1.7007
12 H 2.3554 -0.3769 0.5154
13 H 1.0124 -0.9815 1.6555

Atom charges from the Löwdin analysis, given in e for atoms 1 to 5: -0.049 -0.265 -0.097 -0.276 -0.036